{"formula": "ClHNO2S", "method": "ωB97M-V with the def2-TZVPD basis set", "orbital_gap_ev": [5.21, 5.20], "molar_mass_da": 114.53, "e_above_lowest_kj_mol": 308.9, "homo_energy_ev": [-2.333, -2.323], "charge": -1, "symbols": ["N", "O", "O", "S", "Cl", "H"], "coordinates": [[-2.400, 0.934, 0.039], [2.343, -0.020, -0.906], [1.695, -1.516, 0.824], [1.990, -0.115, 0.476], [-0.843, 0.238, 0.496], [-2.785, 0.479, -0.929]]}